An isolated ion of composition C17H27BrNO2 and charge +1, computed with ωB97M-V/def2-TZVPD.

The geometry in XYZ format:
```
48
Properties=species:S:1:pos:R:3:forces:R:3
C -2.57442 3.73350 0.26580 -0.3 0.0 -0.1
C -2.42449 2.65636 -0.81308 0.0 -0.1 0.1
O -2.88165 3.13157 -2.08216 0.1 -0.3 -0.2
C -0.97048 2.20499 -0.99568 -0.1 0.0 -0.1
C -0.85398 0.75969 -1.46789 -0.1 -0.2 -0.1
C 0.32814 0.35578 -2.34831 -0.1 -0.1 0.1
C 0.15278 -1.16017 -2.49050 -0.2 0.2 0.2
N -0.85259 -1.55412 -1.38669 0.5 0.1 -0.2
C -0.60583 -2.92710 -0.87531 -0.2 -0.2 -0.1
C -1.63124 -3.46668 0.12900 0.2 -0.2 0.1
C -1.31136 -3.25614 1.60868 -0.1 0.4 -0.1
Br -3.41601 -2.82804 -0.32257 -0.2 0.0 -0.1
C -0.87161 -0.37880 -0.43250 0.0 0.4 0.2
C 0.31464 -0.47820 0.55383 0.0 0.2 0.0
O 0.99637 0.75171 0.63766 -0.2 0.1 -0.2
C 2.21607 0.66336 1.29890 -0.1 -0.1 0.0
C 2.25371 0.54164 2.67717 -0.2 0.0 -0.1
C 3.47958 0.46836 3.30881 0.1 0.0 0.2
C 4.65057 0.52152 2.57117 0.1 0.0 0.0
C 4.59715 0.65198 1.19111 0.3 0.0 0.1
C 3.37638 0.72078 0.54750 -0.1 0.0 -0.1
H -3.25067 4.50680 -0.09740 0.1 0.0 0.0
H -3.02482 3.31705 1.16844 0.2 0.0 0.1
H -1.62320 4.19489 0.52520 0.0 0.1 0.0
H -3.03093 1.78677 -0.52475 0.0 0.0 0.0
H -3.72644 2.73128 -2.30328 -0.1 0.1 0.1
H -0.41290 2.37913 -0.08504 0.2 -0.1 0.1
H -0.55204 2.83300 -1.78639 0.1 0.1 0.2
H -1.75026 0.57674 -2.08400 0.0 0.1 0.0
H 0.29120 0.84219 -3.32077 0.1 0.1 0.1
H 1.25961 0.58079 -1.83384 0.1 0.1 -0.2
H -0.30192 -1.43350 -3.43893 0.1 -0.2 0.0
H 1.06764 -1.72392 -2.32841 0.0 -0.1 0.0
H -1.77235 -1.56933 -1.82903 -0.1 0.0 0.1
H -0.60765 -3.57513 -1.75326 0.0 0.1 0.0
H 0.39852 -2.95372 -0.45732 -0.1 -0.1 0.1
H -1.69992 -4.53365 -0.07140 0.1 0.0 0.0
H -1.57098 -4.14404 2.17828 0.0 0.0 0.1
H -1.86312 -2.41247 2.02533 0.0 0.0 0.0
H -0.24994 -3.04092 1.74511 0.0 -0.2 0.0
H -1.81525 -0.36960 0.11186 0.0 -0.3 -0.1
H 1.03476 -1.24317 0.24084 0.0 0.0 0.0
H -0.06293 -0.76660 1.53879 0.0 0.0 0.0
H 1.33673 0.52296 3.25245 0.0 0.0 0.0
H 3.51105 0.37649 4.38593 0.1 0.0 0.0
H 5.60367 0.46715 3.07880 0.0 0.0 0.0
H 5.51230 0.70334 0.61525 0.0 0.0 0.0
H 3.32814 0.83549 -0.52742 -0.1 0.0 0.0
```
Forces are in eV/Å.

SMILES	C[C@@H](O)C[C@H]1CC[N@@H+](C[C@@H](C)Br)[C@H]1COc1ccccc1
net charge	+1
lowest unoccupied orbital energy	-2.528	eV
gap between HOMO and LUMO	9.34	eV

C2H3LuO2 as an isolated structure in a non-equilibrium geometry, computed with ωB97M-V/def2-TZVPD.

The geometry in XYZ format:
```
8
Properties=species:S:1:pos:R:3:forces:R:3
C 3.01748 -3.96382 -0.07547 2.1 5.2 0.5
O 4.08063 -4.48647 -0.10294 -3.7 0.6 -0.1
H 2.42362 -3.09898 -0.85232 0.4 -1.7 -1.4
H 2.58106 -2.94795 0.61156 1.2 -3.7 1.4
C 1.45873 -1.29623 -0.33659 -1.1 2.2 -0.4
O 1.98056 -0.30057 0.28710 -1.1 0.1 -1.3
Lu 0.81564 1.00969 -1.05694 1.5 -2.4 1.2
H 0.89989 -2.04272 0.27645 0.7 -0.3 0.1
```
Forces are in eV/Å.

net charge	+2
lowest unoccupied orbital energy (spin up / spin down)	-11.392 / -11.442	eV
gap between HOMO and LUMO (spin up / spin down)	5.07 / 6.43	eV